1.
{"formula": "C26H27BrF5IMnNO4Si2", "method": "ωB97M-V/def2-TZVPD", "species": ["Mn", "O", "C", "O", "C", "C", "C", "C", "C", "N", "C", "O", "O", "H", "H", "H", "H", "Br", "C", "C", "C", "C", "C", "C", "I", "H", "H", "H", "H", "C", "Si", "C", "C", "C", "Si", "C", "C", "C", "H", "H", "H", "H", "H", "H", "H", "H", "H", "H", "H", "H", "H", "H", "H", "H", "H", "H", "H", "F", "C", "C", "C", "F", "C", "F", "C", "F", "C", "F"], "positions_angstrom": [[-0.49121, 1.05425, -0.11626], [-3.13013, 4.00554, -0.98004], [-2.24173, 3.14838, -0.41496], [-1.94752, 2.06770, -1.07317], [-1.67833, 3.43706, 0.83517], [-1.94297, 4.50570, 1.72774], [-1.28728, 4.48822, 2.96324], [-0.43275, 3.46824, 3.34065], [-0.20563, 2.40817, 2.41232], [-0.77239, 2.47535, 1.17329], [0.52733, 1.23583, 2.66869], [1.18449, 0.87727, 3.65026], [0.43484, 0.30979, 1.56567], [-3.33840, 3.61665, -1.83971], [-2.63686, 5.28592, 1.45261], [-1.47221, 5.29745, 3.66154], [0.04911, 3.44080, 4.30709], [-0.74211, 1.66606, -7.77961], [-2.18842, 1.23819, -6.64142], [-3.33730, 0.72810, -7.23481], [-4.42416, 0.37282, -6.45235], [-4.36056, 0.51668, -5.07598], [-3.21746, 1.03171, -4.48639], [-2.12627, 1.40910, -5.26599], [-0.50057, 2.19066, -4.25248], [-3.36820, 0.60874, -8.30904], [-5.31616, -0.02083, -6.92275], [-5.19591, 0.22195, -4.45396], [-3.14525, 1.12601, -3.40904], [3.26144, 0.95654, 0.59647], [3.03517, -0.67071, 1.48493], [3.62266, -2.09470, 0.42273], [4.07216, -0.63370, 3.03203], [1.17225, -0.95377, 1.75546], [0.51053, -1.89206, 3.27227], [1.55377, -2.04637, 4.80871], [0.31783, -3.65173, 2.62095], [-1.19906, -1.26589, 3.67894], [4.09580, 0.90719, -0.10808], [3.46451, 1.75104, 1.31911], [2.37643, 1.24211, 0.02734], [4.64918, -1.93965, 0.07989], [2.98632, -2.21612, -0.45875], [3.59787, -3.03241, 0.98709], [5.10393, -0.37366, 2.77465], [4.08969, -1.59798, 3.53828], [3.67980, 0.11314, 3.72401], [0.83283, -1.54307, 0.90075], [2.47050, -2.60685, 4.62355], [0.97267, -2.60648, 5.54897], [1.80805, -1.07133, 5.22174], [1.25679, -4.03017, 2.20175], [-0.43341, -3.68422, 1.82531], [0.00605, -4.34457, 3.40837], [-1.16816, -0.46592, 4.42023], [-1.81333, -2.08406, 4.06513], [-1.68652, -0.87400, 2.78260], [1.96477, 0.40131, -2.51234], [1.13359, -0.64316, -2.24608], [0.06867, -0.47323, -1.39641], [-0.68500, -1.61715, -1.21554], [-1.74735, -1.58793, -0.35885], [-0.43088, -2.83743, -1.81043], [-1.20395, -3.91216, -1.58482], [0.66010, -2.94551, -2.65675], [0.94109, -4.11303, -3.25603], [1.45227, -1.83671, -2.87614], [2.51494, -1.93706, -3.69134]], "relative_energy_kj_mol": 150.8, "s_squared": 8.790, "homo_energy_ev": [-2.6773, -4.6305], "charge": -1, "orbital_gap_ev": [4.85, 6.80], "multiplicity": 6}


2.
{"formula": "C10H13O2", "method": "ωB97M-V/def2-TZVPD", "species": ["C", "C", "C", "O", "O", "H", "H", "H", "H", "H", "C", "C", "C", "C", "C", "C", "C", "H", "H", "H", "H", "H", "H", "H", "H"], "positions_angstrom": [[0.06310, 1.21182, -2.70704], [-1.01065, 0.91295, -1.62423], [1.54449, 0.99934, -2.17554], [2.05607, -0.14262, -2.25914], [2.09815, 2.03500, -1.75644], [-0.16491, 0.53092, -3.53625], [-0.05211, 2.27088, -2.98908], [-0.96811, -0.04812, -1.10138], [-1.97386, 1.35186, -1.85184], [-0.67344, 1.52650, -0.77590], [-1.97047, -0.49198, 2.41009], [0.26547, 0.43172, 1.74376], [-0.61647, -0.63360, 1.82268], [1.46733, 0.21968, 1.05480], [-0.34378, -1.86511, 1.18458], [1.77381, -1.02222, 0.48987], [0.86871, -2.08098, 0.56063], [-0.00213, 1.44417, 2.01195], [2.06490, 1.07824, 0.73410], [-2.60964, -1.36082, 2.54488], [-2.51657, 0.22166, 1.75923], [-1.20687, -2.50086, 1.02078], [2.72395, -1.18713, 0.03609], [1.21967, -2.99174, 0.07582], [-2.03663, 0.09043, 3.32759]], "relative_energy_kj_mol": 77.4, "homo_energy_ev": -4.0758, "charge": -1, "orbital_gap_ev": 7.43}


3.
{"formula": "C35H45N10NaO4S", "method": "ωB97M-V/def2-TZVPD", "species": ["Na", "C", "C", "C", "C", "C", "N", "C", "C", "C", "N", "C", "C", "C", "C", "C", "C", "C", "C", "N", "C", "C", "C", "N", "C", "C", "C", "C", "O", "C", "O", "H", "H", "H", "H", "H", "H", "H", "H", "H", "H", "H", "H", "H", "H", "H", "H", "H", "H", "H", "H", "H", "H", "H", "H", "H", "H", "H", "H", "O", "N", "C", "C", "C", "C", "C", "S", "H", "H", "H", "H", "N", "C", "N", "N", "C", "N", "H", "H", "H", "H", "C", "N", "C", "C", "C", "O", "H", "H", "H", "H", "H", "H", "H", "H", "H"], "positions_angstrom": [[-0.00779, -0.62720, 1.04585], [7.04501, -0.17525, -0.99738], [5.56848, -0.36493, -0.81383], [4.68204, -0.28972, -1.83049], [3.28092, -0.54514, -1.63314], [2.29300, -0.41263, -2.57610], [2.31525, 0.26526, -3.73454], [3.15273, 1.44217, -3.97415], [3.01498, 2.48115, -2.85920], [1.81786, 3.41691, -2.98789], [0.61180, 2.79006, -3.54342], [-0.63962, 2.92512, -3.06940], [-1.12704, 3.08193, -1.79523], [-2.50378, 3.50900, -1.71449], [-3.09173, 3.83032, -0.54632], [-4.50133, 4.32912, -0.43586], [-2.31235, 3.65092, 0.64708], [-1.07482, 3.10037, 0.68585], [-0.59003, 2.75168, 2.03284], [0.18648, 1.80167, 2.32957], [0.26552, 1.50273, 3.76247], [1.63368, 1.03345, 4.23920], [1.92484, -0.44529, 3.97599], [2.12718, -0.64984, 2.55706], [3.31537, -0.85829, 2.18464], [3.75218, -0.84780, 0.78195], [5.05427, -0.60214, 0.50935], [2.78449, -0.95727, -0.31913], [1.62426, -1.31286, -0.12637], [-0.37190, 2.76842, -0.56951], [0.74832, 2.26275, -0.59904], [7.30199, -0.10138, -2.05402], [7.60788, -1.01026, -0.57531], [7.39624, 0.73205, -0.49997], [5.05399, -0.11193, -2.83111], [1.34228, -0.87304, -2.32982], [1.42819, 0.28094, -4.20603], [2.85245, 1.84693, -4.94435], [4.19118, 1.14624, -4.09597], [3.91767, 3.09619, -2.83659], [2.96256, 1.96729, -1.90029], [2.05553, 4.25488, -3.65192], [1.56848, 3.82140, -2.01310], [0.63931, 2.71872, -4.54769], [-1.38834, 2.91450, -3.85889], [-3.05158, 3.62610, -2.64548], [-4.99036, 4.33877, -1.40985], [-4.53683, 5.34344, -0.03208], [-5.09544, 3.69893, 0.23065], [-2.78500, 3.89700, 1.59521], [-1.08536, 3.33568, 2.82586], [-0.45728, 0.70264, 3.94561], [-0.05681, 2.37660, 4.34678], [1.69433, 1.20293, 5.31751], [2.41564, 1.64525, 3.77899], [1.07189, -1.05141, 4.28962], [2.80702, -0.75937, 4.55203], [4.12981, -0.95375, 2.91898], [5.75419, -0.54506, 1.33985], [-0.95048, -2.65212, -0.07589], [0.03342, -3.43122, -0.49888], [0.26534, -3.45055, -1.82794], [1.30909, -4.13243, -2.38853], [2.15835, -4.84110, -1.52696], [1.89708, -4.84167, -0.18607], [0.81235, -4.13149, 0.39493], [0.48612, -4.10746, 2.04588], [-0.45477, -2.86973, -2.38672], [1.45031, -4.11501, -3.45968], [3.00802, -5.38836, -1.91487], [2.52443, -5.38391, 0.50697], [-2.94643, -3.78339, 1.25244], [-3.81913, -3.45241, 2.19199], [-5.05154, -4.06298, 2.15936], [-3.65948, -2.55339, 3.14439], [-2.48073, -1.95463, 3.22437], [-1.49487, -1.36835, 3.38222], [-3.21474, -4.43602, 0.53760], [-2.03103, -3.32453, 1.09502], [-5.09450, -4.97605, 1.73845], [-5.55469, -3.97944, 3.02768], [-3.53328, -1.06537, -1.08781], [-4.02826, -0.46424, 0.14381], [-5.43464, -0.55943, 0.49613], [-3.14624, 0.19347, 0.92389], [-3.68754, 0.85626, 2.16778], [-1.95446, 0.26436, 0.63119], [-3.36510, -0.29891, -1.85079], [-4.27883, -1.76906, -1.45446], [-2.60103, -1.59650, -0.89719], [-5.94041, -1.15404, -0.26014], [-5.91615, 0.42122, 0.52929], [-5.57010, -1.05266, 1.46011], [-4.39820, 1.64334, 1.90291], [-2.85257, 1.27966, 2.71666], [-4.20719, 0.14316, 2.80787]], "relative_energy_kj_mol": 107.4, "homo_energy_ev": -5.9628, "orbital_gap_ev": 5.61}


4.
{"formula": "C25H35B3BrFO24", "method": "ωB97M-V/def2-TZVPD", "species": ["C", "C", "O", "O", "C", "C", "C", "B", "O", "B", "Br", "O", "B", "C", "C", "O", "F", "O", "H", "H", "H", "H", "H", "H", "H", "H", "H", "H", "H", "C", "C", "O", "C", "O", "O", "H", "H", "H", "H", "C", "C", "O", "C", "O", "O", "H", "H", "H", "H", "C", "C", "O", "C", "O", "O", "H", "H", "H", "H", "C", "C", "O", "C", "O", "O", "H", "H", "H", "H", "C", "C", "O", "C", "O", "O", "H", "H", "H", "H", "C", "C", "O", "C", "O", "O", "H", "H", "H", "H"], "positions_angstrom": [[-2.86823, -2.67151, 1.07486], [-1.84490, -3.69709, 0.71232], [-2.13093, -4.75741, 0.22315], [-0.60369, -3.31789, 1.02997], [0.44375, -3.89086, 0.24315], [1.32705, -2.76173, -0.28174], [0.96770, -2.43698, -1.74119], [1.35097, -1.01311, -2.22184], [1.97545, -0.06405, -1.42447], [1.65541, 1.21815, -1.71043], [2.43241, 2.64650, -0.61965], [0.83251, 1.61440, -2.71622], [0.22637, 0.55561, -3.34774], [-1.27614, 0.57570, -3.79762], [-1.58670, -0.63799, -4.57416], [-1.44180, -0.79066, -5.77244], [-2.07274, -1.64068, -3.82035], [0.98852, -0.59146, -3.50504], [-3.79776, -2.94930, 0.61835], [-2.99510, -2.70785, 2.14473], [-2.56112, -1.68812, 0.76970], [1.05267, -4.52641, 0.86859], [0.08257, -4.44375, -0.60435], [2.34927, -3.09498, -0.26572], [1.19365, -1.87964, 0.31660], [1.32258, -3.19319, -2.42184], [-0.11451, -2.48404, -1.82570], [-1.86419, 0.53396, -2.88896], [-1.53129, 1.45558, -4.35714], [-2.03941, 4.18884, 0.81474], [-2.53288, 4.17141, -0.61738], [-1.71029, 3.15856, -1.20519], [-1.28486, 2.33983, -0.22301], [-0.72547, 1.30955, -0.40988], [-1.57919, 2.84353, 0.99204], [-2.81783, 4.42323, 1.53533], [-1.19852, 4.86854, 0.96034], [-3.57726, 3.86610, -0.69999], [-2.39621, 5.11918, -1.13050], [3.10268, -6.14767, 4.49221], [2.57458, -7.15125, 3.49082], [2.78076, -6.47629, 2.24249], [3.77117, -5.57016, 2.41681], [4.29111, -4.96229, 1.54138], [4.08864, -5.44640, 3.72366], [3.55708, -6.60897, 5.36447], [2.34152, -5.43730, 4.81852], [3.14682, -8.08033, 3.48598], [1.52183, -7.38094, 3.62891], [-3.14704, 3.61724, -7.09393], [-3.85845, 4.83107, -6.53973], [-4.47992, 4.30876, -5.35739], [-3.78753, 3.21545, -4.96404], [-3.94554, 2.65558, -3.93173], [-2.88648, 2.85031, -5.90992], [-2.21997, 3.85946, -7.60530], [-3.77842, 3.02715, -7.75992], [-3.16761, 5.62488, -6.25316], [-4.60186, 5.23859, -7.21529], [-7.30499, 7.07017, -5.84077], [-8.20670, 7.85926, -6.76674], [-7.29600, 8.79400, -7.35669], [-6.04810, 8.27619, -7.28387], [-5.09637, 8.71995, -7.82717], [-6.03610, 7.16740, -6.49965], [-7.60087, 6.03014, -5.73456], [-7.22166, 7.52108, -4.85094], [-8.63788, 7.24247, -7.55702], [-9.00471, 8.38103, -6.24622], [6.12093, -1.97721, 3.58396], [5.34954, -0.74383, 3.16929], [4.13775, -0.88175, 3.92057], [4.38794, -1.66358, 4.98823], [3.63063, -1.83863, 5.88677], [5.61571, -2.22718, 4.90457], [7.19566, -1.81899, 3.60719], [5.89855, -2.84145, 2.95543], [5.84509, 0.18188, 3.46751], [5.13756, -0.70701, 2.10467], [4.47139, -2.87949, 8.82251], [5.53122, -1.90102, 9.27383], [5.99403, -2.49128, 10.49550], [5.72585, -3.82020, 10.45259], [6.13030, -4.61284, 11.23333], [4.93548, -4.11284, 9.39352], [4.39491, -2.95307, 7.74388], [3.48787, -2.64867, 9.23574], [6.36650, -1.83889, 8.57367], [5.14321, -0.90251, 9.45467]], "homo_energy_ev": -10.1287, "orbital_gap_ev": 10.35}


5.
{"formula": "CH5O2", "method": "ωB97M-V/def2-TZVPD", "species": ["C", "O", "H", "H", "H", "H", "H", "O"], "positions_angstrom": [[-0.27710, 0.90949, -0.42058], [-0.22263, -0.31968, -0.94206], [0.66218, 1.55399, -0.44376], [-1.12529, 1.55700, -0.85233], [-0.50301, 0.97781, 0.63750], [0.29155, -1.64510, 1.48845], [0.50950, -1.07983, -0.10729], [0.66480, -1.95367, 0.64008]], "relative_energy_kj_mol": 116.3, "s_squared": 0.756, "homo_energy_ev": [-10.8463, -10.5551], "orbital_gap_ev": [11.56, 7.53], "multiplicity": 2}


Number 1: calculated total energy -175888.5867 eV. Number 2: calculated total energy -14676.8042 eV. Number 3: calculated total energy -75367.9143 eV. Number 4: calculated total energy -150431.7516 eV. Number 5: calculated total energy -5209.5960 eV.